Entry 1:
The following is a quantum chemistry calculation of a structure of composition C27H57ClN4O8V at a distorted geometry, from the Open Molecules 2025 dataset.

Geometry as XYZ:
```
98
Properties=species:S:1:pos:R:3:forces:R:3
O -1.70950 -0.34074 0.18300 2.80 -0.08 1.77
V -3.25268 -0.28378 -0.16729 -0.38 3.52 0.77
O -3.49181 -1.29736 -1.33295 -2.02 -2.62 -2.85
N -2.02930 2.26106 -2.32674 -1.45 -0.98 0.31
O -1.96024 3.28805 -1.69008 1.79 2.80 -0.03
O -2.83271 1.44546 -1.83119 -0.36 -2.18 -0.92
O -1.44105 2.05076 -3.42007 -0.02 0.15 0.62
Cl -4.21993 1.81951 1.06788 -0.29 -0.81 0.09
C 1.04265 6.93510 0.35638 2.76 4.18 1.35
C 0.73623 5.77996 -0.41014 -3.05 -3.52 1.11
C 1.99229 4.98001 -0.76411 0.19 -1.72 -1.18
C 2.71747 4.14611 0.33562 -0.55 2.84 0.11
C 1.71542 3.18304 0.91053 0.55 0.94 1.68
C 0.44658 3.91091 1.45151 -1.64 -0.30 -1.00
N -0.12856 4.88459 0.50809 1.19 -1.13 -2.14
O -1.45238 5.29454 0.78431 1.57 0.20 -0.33
C -0.62787 2.82922 1.70148 0.24 0.60 0.51
C 0.67997 4.61686 2.74649 0.18 2.13 1.99
C -0.12400 6.17429 -1.59632 -0.83 -0.56 -1.30
H 1.83953 6.76054 1.07929 -0.23 -0.21 0.45
H 0.31649 7.61680 0.79918 -0.91 -0.90 0.26
H 1.52073 7.69599 -0.26054 0.42 0.15 -0.72
H 1.66590 4.13939 -1.37642 -0.42 0.38 -0.83
H 2.59208 5.63621 -1.39477 0.45 -0.04 0.14
H 2.98386 4.90185 1.07454 -0.24 0.03 0.87
H 3.72857 3.76557 0.19080 -0.27 -0.50 -1.15
H 2.21927 2.95337 1.84940 -0.16 -1.05 0.22
H 1.56190 2.26831 0.33800 -0.38 0.30 -0.16
H -0.26918 2.34406 2.60926 0.27 -1.26 -0.47
H -1.59963 3.16182 2.06640 0.02 0.68 -0.50
H -0.80939 2.29471 0.76904 0.08 -0.64 0.45
H 0.92746 4.11125 3.67988 -0.08 -0.84 -0.24
H 1.31987 5.49755 2.80141 1.08 -0.20 -0.85
H -0.20188 5.20739 2.99492 -0.85 -0.56 0.11
H -0.78102 5.44381 -2.06837 0.05 -1.10 1.01
H 0.41592 6.38830 -2.51871 0.67 1.04 0.32
H -0.85752 6.92322 -1.29776 0.43 0.52 -0.14
H -1.29053 5.94877 1.46796 -0.58 0.49 0.47
C -2.65109 -4.19829 -0.14410 -0.65 0.50 0.52
C -2.91261 -4.21886 1.37666 0.58 -2.19 -0.79
C -1.69257 -4.96882 1.99535 0.92 0.43 0.64
C -1.53603 -4.83711 3.49555 -0.89 1.34 1.56
C -1.59160 -3.31583 3.99285 -0.41 -1.50 -2.55
C -2.84113 -2.58210 3.29593 0.82 1.35 2.80
N -2.97894 -2.88859 1.89689 0.52 1.26 -0.51
O -3.98756 -2.04332 1.25642 1.56 -1.36 0.88
C -4.11815 -2.97035 4.10283 0.71 -0.91 -0.82
C -2.59592 -1.01211 3.48420 -0.22 -1.69 0.09
C -4.16996 -5.07976 1.61260 -0.16 -0.85 0.89
H -2.57412 -5.18688 -0.59674 0.12 -0.30 0.41
H -1.73131 -3.63947 -0.31681 -0.37 0.30 -0.34
H -3.54958 -3.74611 -0.56403 0.51 0.53 -0.55
H -1.57756 -6.00600 1.68049 -1.03 -0.33 0.01
H -0.72443 -4.63845 1.61898 -0.16 1.00 -0.51
H -0.64122 -5.31797 3.89077 0.27 0.02 -0.25
H -2.34323 -5.28152 4.07781 -0.33 -0.53 -0.29
H -0.65301 -2.86414 3.67176 -0.09 0.40 0.01
H -1.63359 -3.33505 5.08188 -0.32 0.39 -0.06
H -4.09785 -2.66163 5.14800 -0.24 0.52 -0.24
H -4.97240 -2.65963 3.50132 -0.36 0.40 0.71
H -4.17318 -4.05890 4.11401 -0.10 -0.10 0.14
H -3.51908 -0.50959 3.19551 0.54 0.48 -0.50
H -2.41999 -0.75203 4.52800 -0.17 -0.43 0.38
H -1.66645 -0.74043 2.98383 -0.56 0.32 -0.68
H -5.12041 -4.59112 1.39818 0.10 0.10 -0.27
H -4.24172 -5.47285 2.62672 0.02 0.54 0.50
H -4.12726 -6.04871 1.11519 0.07 0.26 -0.88
H -4.81703 -2.30259 1.66429 -0.49 0.21 -0.10
C 3.22683 -0.85245 -5.11350 -0.38 1.00 1.65
C 3.40394 -1.95995 -4.03398 -0.54 0.49 1.52
C 4.54294 -1.56384 -3.05599 2.10 1.56 -0.56
C 4.27308 -0.40257 -2.09063 -1.69 0.25 0.70
C 3.27936 -0.96971 -1.08309 -1.10 -1.09 -1.28
C 1.94820 -1.45341 -1.80729 -0.56 0.28 1.44
N 2.24574 -2.20139 -3.09320 0.86 -0.84 0.59
O 1.09273 -2.73691 -3.72298 0.09 1.04 -0.37
C 1.26413 -2.38906 -0.67464 0.33 -0.16 -1.91
C 0.95376 -0.23405 -2.04125 2.16 -0.27 -0.35
C 3.83467 -3.22280 -4.75751 -0.36 -1.08 0.43
H 3.22370 0.12131 -4.62370 -0.08 0.11 0.40
H 2.22944 -0.85088 -5.55317 0.32 -0.57 -0.61
H 4.10698 -0.74125 -5.74680 -0.32 -0.65 -0.57
H 5.11285 -2.34608 -2.55459 -1.05 -0.78 0.42
H 5.40798 -1.20316 -3.61251 -0.06 0.25 -1.07
H 3.81014 0.43829 -2.60711 -0.10 -0.01 -0.27
H 5.09630 0.07294 -1.55742 0.66 -0.58 -0.28
H 2.91163 -0.44189 -0.20316 0.39 0.68 -0.27
H 3.77630 -1.86439 -0.70799 -0.11 -0.28 0.28
H 0.24096 -2.47169 -1.04126 -0.23 -0.21 0.82
H 1.72272 -3.37027 -0.55206 0.21 -0.45 -0.94
H 1.36192 -2.09538 0.37049 -0.48 1.24 -0.30
H 1.49853 0.45375 -2.68796 0.00 0.10 -0.54
H 0.01894 -0.47061 -2.54944 -0.04 -0.11 0.56
H 0.87782 0.37335 -1.13937 -0.78 -0.53 0.27
H 3.95841 -4.05683 -4.06674 0.50 0.15 0.47
H 4.77002 -3.02640 -5.28160 -0.03 -0.12 -0.09
H 3.10577 -3.68064 -5.42622 -0.22 0.76 -0.45
H 1.01979 -3.66258 -3.47923 0.30 -0.09 0.37
```
Positions in Å, forces in eV/Å.

Spin multiplicity: 2
Total charge: -2
Maximum force (eV Å⁻¹): 5.19
E_tot (hartree): -3287.74941
Highest occupied orbital energy (alpha / beta) (eV): 0.28 / -1.62

Löwdin atomic charge list, values in e, 2 entries: O -0.52; V 0.48

Entry 2:
The following is a quantum chemistry calculation of a cluster of 9 separate species, C27H57N3O9 in total at a distorted geometry, from the Open Molecules 2025 dataset.

Geometry as XYZ:
```
96
Properties=species:S:1:pos:R:3:forces:R:3
C -12.63533 -5.28304 -19.81135 0.95 -1.33 -1.41
C -11.33801 -5.92668 -20.41474 0.21 -0.11 -0.60
O -10.90258 -7.06417 -20.16143 -0.95 1.58 0.16
N -10.69364 -5.10896 -21.30827 -0.82 0.89 0.58
C -9.52599 -5.57242 -21.98812 0.05 -0.35 -0.92
H -12.64848 -4.21666 -20.04554 -0.10 -0.17 0.45
H -12.58652 -5.55694 -18.76697 -0.46 0.28 0.33
H -13.50423 -5.76507 -20.32356 0.61 0.30 0.61
H -11.14195 -4.22168 -21.63175 0.46 -1.35 0.50
H -9.81265 -6.06010 -22.93763 0.33 0.06 0.26
H -9.01996 -6.28678 -21.36957 0.14 -0.54 0.26
H -8.79741 -4.79542 -22.20516 -0.22 0.40 -0.01
C -10.06665 -4.95563 -14.61429 -0.22 0.87 0.69
C -8.88893 -5.76899 -14.99336 -1.47 -1.41 -0.79
O -7.83889 -5.69257 -14.42425 1.99 0.30 0.72
N -9.08089 -6.63196 -16.05004 -1.17 -0.21 -0.15
C -10.36245 -7.20506 -16.49927 -0.61 2.10 0.79
H -9.70605 -3.92553 -14.56548 -0.19 -0.04 0.27
H -10.52311 -5.21298 -13.62221 0.47 0.06 -1.01
H -10.76843 -4.98309 -15.42065 -0.78 0.20 -0.02
H -8.31746 -7.19912 -16.31197 1.16 -0.32 0.05
H -10.50073 -8.22048 -16.20629 0.35 -1.00 -0.09
H -10.55201 -7.03412 -17.56696 0.15 -0.26 0.24
H -11.14138 -6.68449 -15.90540 0.22 -0.34 -0.71
C -7.98991 -0.91019 -16.44982 -0.01 -0.70 0.16
C -7.85742 -0.98880 -14.95198 -1.08 1.89 0.53
O -7.78357 0.06338 -14.28785 0.20 -1.02 -0.64
N -7.89586 -2.19299 -14.37321 1.30 0.31 2.25
C -7.22376 -2.44239 -13.06835 -1.36 1.86 0.55
H -8.19250 -1.85925 -16.97818 0.58 0.52 0.48
H -7.05417 -0.44342 -16.70665 0.46 -0.17 -0.73
H -8.73931 -0.20848 -16.75546 -0.54 0.38 0.14
H -7.79079 -2.96827 -14.93825 -0.03 -1.72 -1.87
H -6.58729 -3.29559 -13.11882 0.29 -0.68 -0.20
H -7.99198 -2.58404 -12.27861 0.53 -0.07 -0.41
H -6.63797 -1.54340 -12.78087 -0.36 -0.54 -0.29
C -5.78456 -0.10577 -20.74027 -0.60 -1.22 0.17
C -5.36549 0.27803 -19.32467 0.45 -0.54 -0.97
O -5.48110 -0.52895 -18.43775 -0.20 -0.12 0.44
C -4.60251 1.55233 -19.12733 -0.47 0.16 -0.56
H -4.87710 -0.30183 -21.32924 -0.20 0.25 0.05
H -6.43973 0.58505 -21.26678 0.25 0.38 0.13
H -6.34756 -1.07244 -20.67826 0.53 0.76 0.03
H -4.47692 1.69578 -18.06885 0.07 0.37 0.33
H -5.12285 2.36700 -19.63910 0.01 0.10 0.34
H -3.63104 1.48214 -19.61527 0.12 -0.18 0.01
C -6.33872 -4.74860 -18.86223 0.03 0.12 -0.19
C -6.67044 -4.37394 -17.43751 1.28 -0.85 1.85
O -7.75057 -3.99057 -17.05805 -0.12 0.18 -0.54
C -5.54419 -4.66001 -16.38881 -0.94 -0.78 0.74
H -7.13515 -5.42422 -19.25213 0.53 0.51 0.23
H -5.33236 -5.27791 -18.89049 -1.26 1.00 -0.33
H -6.41087 -3.76320 -19.41037 0.50 -1.17 0.15
H -5.49864 -5.75657 -16.25315 -0.13 0.11 -0.50
H -5.76581 -4.38631 -15.32805 -0.10 0.47 -1.11
H -4.54012 -4.38661 -16.67068 0.19 0.45 -0.32
C -7.61431 3.71672 -17.49132 0.64 -1.63 1.75
C -8.39076 2.42388 -17.74444 -0.49 1.34 1.88
O -8.20600 1.71167 -18.68104 0.06 -0.88 -0.85
C -9.43486 2.19498 -16.60681 -0.02 0.90 -1.21
H -8.29939 4.52263 -17.26509 0.09 0.22 0.12
H -6.89140 3.96776 -18.23215 0.28 0.15 -0.81
H -7.01264 3.42436 -16.55492 -0.87 0.81 -0.99
H -9.06334 1.75758 -15.69625 0.54 -0.43 0.18
H -10.29705 1.66786 -16.97902 -0.17 -0.60 -0.18
H -9.80409 3.18167 -16.33221 0.00 0.15 0.10
C -13.71064 -0.66942 -15.41683 0.85 1.19 1.95
C -12.43394 -1.07913 -14.72782 1.09 1.87 0.92
O -11.93029 -2.15823 -14.60097 -0.55 -1.11 -0.34
C -11.63607 0.11356 -14.10173 -0.55 -0.47 0.06
H -14.26929 -0.11355 -14.62910 0.05 -0.44 -0.47
H -14.29703 -1.42984 -15.83765 -0.61 -1.01 -0.71
H -13.38580 0.11555 -16.07954 -0.20 0.12 -0.80
H -11.60592 -0.01612 -13.01184 -0.47 0.14 -0.14
H -11.98061 1.11861 -14.37625 0.02 -0.31 0.13
H -10.59396 -0.01758 -14.34369 0.42 0.05 -0.50
C -13.81348 -1.15733 -22.35232 0.37 -1.34 0.37
C -12.55387 -1.94419 -22.60324 -0.01 -0.13 -0.55
O -12.37700 -3.07544 -22.17855 -0.41 0.99 -0.05
C -11.54511 -1.29764 -23.50262 -0.10 1.29 -0.14
H -13.64604 -0.47817 -21.54550 0.21 0.38 0.91
H -14.56228 -1.90303 -22.05591 -0.20 0.61 -0.27
H -14.02774 -0.52343 -23.18971 -0.53 -0.04 -0.60
H -11.02513 -0.48008 -22.97838 -0.15 -0.25 0.09
H -11.98346 -0.80610 -24.39119 -0.11 -0.36 0.46
H -10.82597 -2.00184 -23.83018 0.77 -0.75 -0.24
C -9.67437 -1.75292 -19.55020 1.63 0.43 0.42
C -10.93311 -1.67565 -18.71375 0.71 0.13 -1.20
O -11.72186 -0.80093 -18.98705 -0.74 0.25 0.28
C -11.12293 -2.64642 -17.61466 0.78 0.36 1.09
H -8.81024 -2.19689 -19.00023 -0.80 -0.24 -0.48
H -9.30849 -0.72918 -19.76469 -0.55 -0.32 0.01
H -9.83296 -2.25545 -20.51056 -0.08 -0.14 0.27
H -11.00014 -3.69295 -17.92891 -0.39 0.32 0.05
H -12.00729 -2.35902 -17.05110 -0.29 -0.72 -0.28
H -10.29197 -2.47384 -16.89563 -0.25 -0.19 -0.39
```
Positions in Å, forces in eV/Å.

SMILES string: CNC(C)=O.CNC(C)=O.CNC(C)=O.CC(C)=O.CC(C)=O.CC(C)=O.CC(C)=O.CC(C)=O.CC(C)=O
Total charge: 0
Maximum force (eV Å⁻¹): 2.62
Energy above the lowest of the compared OMol25 structures with the same formula, charge and spin (kcal per mole): 0.0
E_tot (hartree): -1904.39836
Highest occupied orbital energy (eV): -9.03

Löwdin atomic charge list, values in e, 2 entries: C 0.01; C -0.50

Which value of maximum force does entry 2 give? 2.62 eV Å⁻¹

Which of these has the lowest total charge? C27H57ClN4O8V